1.
{
  "formula": "C45H54NOP3Pd",
  "method": "ωB97M-V/def2-TZVPD",
  "e_above_lowest_ev": 0.000,
  "symbols": ["Pd", "C", "C", "C", "P", "C", "C", "C", "C", "C", "C", "C", "C", "C", "C", "N", "C", "C", "C", "C", "C", "C", "C", "P", "C", "C", "C", "C", "C", "C", "H", "H", "H", "H", "H", "H", "H", "H", "H", "H", "H", "H", "H", "H", "H", "H", "H", "H", "H", "H", "H", "H", "H", "H", "H", "H", "H", "H", "H", "H", "H", "H", "H", "H", "H", "H", "H", "H", "H", "H", "O", "C", "C", "C", "C", "C", "C", "C", "P", "C", "C", "C", "C", "C", "C", "C", "C", "C", "C", "C", "C", "H", "H", "H", "H", "H", "H", "H", "H", "H", "H", "H", "H", "H", "H"],
  "coordinates": [[0.152355, -0.197023, -0.605195], [2.316264, 3.130412, -1.572756], [2.597990, 2.719162, -0.124001], [3.165395, 3.934765, 0.611886], [1.065806, 1.901775, 0.566546], [1.248237, 1.913499, 2.423052], [2.595507, 1.267419, 2.771366], [1.012914, 3.179485, 3.244664], [-0.262717, 3.025125, 0.069690], [-0.369981, 4.328237, 0.570216], [-1.391416, 5.193177, 0.230000], [-1.488566, 6.578553, 0.811034], [-2.350449, 4.700966, -0.655986], [-2.272653, 3.435046, -1.188127], [-1.208431, 2.548967, -0.877688], [-1.112958, 1.299670, -1.428993], [-2.265481, 0.753974, -2.021724], [-2.762641, 1.172223, -3.255099], [-3.927847, 0.624259, -3.765055], [-4.631528, -0.360985, -3.077811], [-5.882507, -0.969615, -3.654433], [-4.110373, -0.805495, -1.869305], [-2.934918, -0.274667, -1.348153], [-2.033988, -0.927795, 0.096862], [-2.446535, -2.729210, 0.031485], [-1.957818, -3.350347, -1.276280], [-1.875671, -3.457177, 1.245509], [-2.932688, -0.336451, 1.603688], [-2.758376, 1.172520, 1.749436], [-4.410837, -0.715068, 1.648376], [3.257214, 3.337245, -2.089075], [1.713971, 4.040639, -1.586313], [1.768870, 2.382283, -2.142818], [3.357559, 1.929473, -0.122455], [2.449038, 4.756844, 0.621850], [4.052680, 4.290189, 0.079954], [3.462842, 3.723420, 1.636201], [0.467139, 1.205043, 2.721297], [3.412439, 1.983319, 2.685132], [2.827320, 0.421537, 2.120115], [2.586033, 0.899604, 3.799741], [1.705629, 3.980944, 2.989352], [1.156370, 2.947903, 4.304492], [-0.003057, 3.552686, 3.121228], [0.378731, 4.679516, 1.267643], [-0.532089, 6.895958, 1.228543], [-2.230520, 6.629548, 1.612486], [-1.779486, 7.307945, 0.053008], [-3.185681, 5.333707, -0.940705], [-3.050128, 3.115686, -1.865849], [-2.220306, 1.931908, -3.803303], [-4.299112, 0.964934, -4.725710], [-6.430453, -0.245914, -4.258130], [-6.547668, -1.324848, -2.866642], [-5.647917, -1.822013, -4.296586], [-4.628020, -1.600082, -1.341314], [-3.536463, -2.809857, 0.065071], [-0.882441, -3.222501, -1.393289], [-2.438486, -2.897499, -2.142495], [-2.173979, -4.421595, -1.281586], [-0.793448, -3.330103, 1.306027], [-2.079843, -4.527753, 1.170856], [-2.305166, -3.098743, 2.183121], [-2.410982, -0.827268, 2.434533], [-3.244123, 1.705193, 0.928591], [-1.707593, 1.465560, 1.742179], [-3.206456, 1.512516, 2.686005], [-4.939828, -0.286082, 0.794720], [-4.869516, -0.315427, 2.555731], [-4.570306, -1.793936, 1.647290], [1.207147, 0.254748, -3.298097], [1.489747, -0.047965, -2.169527], [2.943633, -0.284321, -1.791659], [4.001395, 0.289710, -2.484604], [5.295643, 0.077794, -2.040366], [5.529812, -0.724523, -0.926616], [4.475010, -1.338415, -0.266457], [3.173472, -1.112588, -0.701058], [1.612082, -1.824868, -0.080383], [1.575526, -3.478818, -0.863925], [1.768517, -3.537150, -2.245541], [1.651070, -4.739407, -2.920852], [1.330772, -5.900308, -2.227756], [1.131489, -5.850220, -0.857887], [1.251417, -4.644813, -0.177858], [1.825119, -2.198429, 1.687805], [0.964460, -1.599839, 2.601555], [1.099697, -1.834846, 3.962181], [2.102041, -2.674696, 4.422059], [2.958168, -3.292213, 3.517927], [2.815437, -3.062748, 2.158828], [3.787713, 0.909410, -3.346319], [6.129104, 0.541799, -2.552510], [6.542203, -0.876371, -0.574634], [4.678970, -1.966979, 0.589206], [1.993868, -2.635499, -2.802103], [1.801783, -4.768859, -3.992087], [1.234515, -6.839454, -2.757166], [0.876854, -6.749307, -0.311253], [1.080207, -4.622052, 0.889965], [0.189895, -0.939280, 2.228977], [0.424026, -1.358153, 4.661265], [2.213536, -2.858006, 5.483033], [3.732228, -3.960812, 3.871882], [3.464540, -3.577908, 1.461905]],
  "forces_ev_per_a": [[-0.2574, -0.2171, -0.1058], [-0.0135, -0.0067, -0.0184], [0.0048, 0.0381, 0.0266], [0.0006, -0.0268, 0.0015], [0.0938, 0.1771, 0.0636], [-0.0100, -0.0049, 0.0199], [-0.0020, -0.0028, -0.0148], [-0.0150, -0.0209, 0.0196], [0.0136, -0.0024, 0.0031], [0.0303, -0.0018, -0.0150], [0.0207, 0.0217, 0.0311], [0.0018, -0.0077, 0.0027], [-0.0241, -0.0178, -0.0154], [-0.0181, 0.0399, -0.0009], [-0.0293, 0.0149, 0.0094], [0.0580, -0.0674, -0.0266], [0.0490, 0.0163, -0.0205], [-0.0236, 0.0010, -0.0070], [0.0324, 0.0288, -0.0199], [-0.0276, -0.0284, 0.0135], [0.0013, -0.0080, 0.0061], [-0.0198, -0.0108, 0.0028], [0.0195, 0.0147, 0.0132], [0.1309, -0.0392, -0.0128], [-0.0093, 0.0140, -0.0081], [0.0042, 0.0234, 0.0147], [0.0007, 0.0074, 0.0145], [-0.0288, -0.0077, 0.0074], [0.0132, 0.0067, 0.0090], [0.0124, 0.0029, -0.0077], [-0.0026, 0.0018, 0.0054], [-0.0007, 0.0024, 0.0010], [0.0005, -0.0110, 0.0071], [-0.0006, -0.0096, -0.0027], [-0.0186, 0.0087, 0.0022], [-0.0014, -0.0017, -0.0003], [-0.0020, -0.0046, 0.0146], [0.0027, -0.0024, -0.0113], [0.0066, 0.0075, -0.0072], [-0.0042, -0.0029, 0.0008], [-0.0021, 0.0077, 0.0051], [0.0150, 0.0033, -0.0069], [0.0011, 0.0011, -0.0004], [0.0090, -0.0019, 0.0070], [0.0101, 0.0112, -0.0139], [-0.0029, -0.0003, 0.0021], [-0.0022, 0.0022, -0.0056], [0.0062, 0.0032, 0.0014], [-0.0005, -0.0056, -0.0041], [0.0034, 0.0047, 0.0005], [-0.0034, -0.0007, -0.0041], [0.0079, 0.0044, 0.0016], [-0.0024, 0.0002, 0.0025], [0.0010, -0.0008, -0.0022], [-0.0005, 0.0037, -0.0003], [-0.0001, -0.0019, -0.0104], [-0.0047, -0.0080, -0.0036], [-0.0113, -0.0074, -0.0072], [-0.0099, 0.0037, -0.0034], [0.0019, 0.0002, -0.0017], [-0.0084, 0.0068, -0.0013], [-0.0008, -0.0006, 0.0044], [0.0014, -0.0060, -0.0037], [-0.0034, 0.0053, 0.0057], [-0.0019, -0.0017, 0.0070], [-0.0051, -0.0055, -0.0040], [-0.0027, 0.0040, -0.0037], [-0.0038, -0.0038, 0.0064], [0.0061, 0.0018, 0.0007], [-0.0023, -0.0025, 0.0002], [-0.0573, 0.0113, -0.0300], [0.0674, -0.0129, 0.0441], [-0.0148, 0.0293, -0.0395], [-0.0358, 0.0078, -0.0058], [0.0291, -0.0054, 0.0236], [-0.0164, 0.0177, -0.0176], [-0.0048, -0.0070, 0.0003], [0.0087, -0.0455, 0.0401], [-0.0014, 0.0615, 0.0698], [0.0214, 0.0532, -0.0704], [0.0002, -0.0104, 0.0197], [-0.0068, -0.0112, 0.0004], [0.0076, -0.0032, -0.0107], [-0.0082, 0.0072, 0.0104], [0.0131, 0.0074, 0.0200], [0.0186, -0.0367, 0.0009], [-0.0214, 0.0194, -0.0116], [0.0045, -0.0111, 0.0053], [-0.0010, -0.0084, -0.0080], [-0.0080, -0.0011, -0.0033], [0.0095, 0.0087, -0.0019], [0.0062, -0.0005, -0.0006], [-0.0016, -0.0007, -0.0017], [0.0001, -0.0014, -0.0019], [-0.0104, -0.0176, 0.0103], [0.0051, -0.0052, -0.0057], [-0.0002, 0.0015, 0.0009], [-0.0005, 0.0022, 0.0014], [-0.0003, 0.0008, -0.0006], [0.0148, 0.0004, 0.0129], [-0.0031, 0.0045, -0.0003], [-0.0018, -0.0003, -0.0002], [0.0006, 0.0033, -0.0003], [-0.0015, 0.0021, 0.0025], [0.0052, -0.0015, -0.0159]]
}



2.
{
  "formula": "C45H55AsCaN6O3PS2",
  "method": "ωB97M-V/def2-TZVPD",
  "charge": 1,
  "symbols": ["Ca", "S", "C", "N", "C", "C", "N", "C", "C", "C", "C", "C", "C", "C", "C", "S", "C", "C", "C", "C", "C", "C", "C", "H", "H", "H", "H", "H", "H", "H", "H", "H", "H", "H", "H", "H", "H", "H", "H", "H", "H", "N", "C", "C", "N", "C", "C", "N", "C", "C", "N", "H", "H", "H", "H", "H", "H", "C", "C", "C", "O", "C", "O", "O", "H", "H", "H", "H", "H", "H", "H", "C", "P", "C", "C", "C", "C", "C", "C", "C", "H", "H", "H", "H", "H", "H", "H", "H", "H", "H", "H", "C", "As", "C", "C", "C", "C", "C", "C", "C", "C", "H", "H", "H", "H", "H", "H", "H", "H", "H", "H", "H", "H", "H"],
  "coordinates": [[-0.071431, -1.487422, -1.021864], [-1.382301, 0.595771, 1.095679], [-0.670030, 1.871549, 1.891028], [-1.371940, 2.813967, 2.533744], [-0.671919, 3.786409, 3.359585], [0.452630, 3.085008, 4.082890], [1.349946, 2.522381, 3.082957], [2.792209, 2.546768, 3.315177], [3.542672, 3.547952, 2.457967], [4.681009, 3.167803, 1.759579], [5.377523, 4.089561, 0.994516], [4.935845, 5.402869, 0.912758], [3.806371, 5.792497, 1.616070], [3.117525, 4.868570, 2.388048], [0.831045, 1.982568, 1.964467], [1.770012, 1.415316, 0.732131], [-2.833024, 2.802926, 2.624089], [-3.288474, 2.371460, 3.999482], [-3.053095, 1.071601, 4.442436], [-3.433716, 0.690418, 5.719453], [-4.057232, 1.599575, 6.563715], [-4.296040, 2.893027, 6.128405], [-3.911314, 3.276500, 4.850661], [-1.375955, 4.210541, 4.072353], [-0.267980, 4.593366, 2.740104], [0.047108, 2.297677, 4.728017], [1.003442, 3.785927, 4.706848], [3.188420, 1.544469, 3.135571], [2.939039, 2.798825, 4.366041], [5.014821, 2.137694, 1.806039], [6.269388, 3.782339, 0.463251], [5.468821, 6.119485, 0.301590], [3.468570, 6.819973, 1.576146], [2.236106, 5.183150, 2.937466], [-3.207092, 2.129746, 1.858465], [-3.192108, 3.810483, 2.404887], [-2.583550, 0.355868, 3.778515], [-3.242354, -0.320844, 6.054598], [-4.358712, 1.295819, 7.557461], [-4.777390, 3.608446, 6.782086], [-4.116033, 4.283809, 4.504867], [2.967071, -0.079327, -3.931813], [3.370394, -1.386463, -3.814031], [2.566404, -1.937167, -2.863048], [1.687269, -0.992067, -2.400042], [1.939805, 0.117939, -3.066399], [1.184195, 1.341250, -2.916673], [0.022479, 1.411158, -2.310889], [-0.372065, 2.712534, -2.399088], [0.557930, 3.442586, -3.084657], [1.544814, 2.556217, -3.419807], [3.342910, 0.576627, -4.593074], [4.178541, -1.795683, -4.393317], [2.560193, -2.945432, -2.482290], [-1.291350, 3.062178, -1.960091], [0.590729, 4.478415, -3.372727], [2.402425, 2.803816, -3.881253], [-3.010953, -4.097093, -0.226776], [-1.519727, -3.946146, 0.040473], [-1.071453, -4.930027, 1.108379], [-1.234342, -2.580836, 0.453941], [-0.747133, -4.185852, -1.303827], [-0.387717, -5.319717, -1.568086], [-0.582318, -3.134204, -2.023483], [-3.583638, -3.941199, 0.692085], [-3.215047, -5.099641, -0.599036], [-3.330698, -3.373009, -0.972326], [-1.680534, -4.823854, 2.009372], [-0.022841, -4.776614, 1.359964], [-1.181742, -5.940929, 0.723139], [-1.904632, -2.331685, 1.100944], [1.482724, -1.708418, 2.372999], [2.052177, -2.376288, 0.751834], [3.639775, -1.459264, 0.549807], [2.723862, -4.002580, 1.272458], [2.424934, -5.133555, 0.514874], [2.939806, -6.372522, 0.872049], [3.749072, -6.494050, 1.989918], [4.050069, -5.371917, 2.751636], [3.545835, -4.133855, 2.391123], [2.287657, -1.665116, 3.105981], [0.684553, -2.344718, 2.756276], [1.085174, -0.706984, 2.212022], [4.226317, -1.481388, 1.468753], [3.429382, -0.426201, 0.282192], [4.221354, -1.919465, -0.249868], [1.776836, -5.050429, -0.351822], [2.706429, -7.243869, 0.274040], [4.144456, -7.460994, 2.271978], [4.680215, -5.462972, 3.626992], [3.803885, -3.267092, 2.987053], [-3.745132, -1.985108, -3.059604], [-2.356747, -0.710114, -2.522328], [-3.560845, 0.842995, -2.597904], [-1.455507, -0.703313, -4.294424], [-2.209091, -0.035455, -5.399130], [-2.946486, -0.766370, -6.326763], [-3.640712, -0.126429, -7.344692], [-3.609856, 1.254832, -7.452263], [-2.876301, 1.995291, -6.535137], [-2.182494, 1.354576, -5.522218], [-4.156612, -1.670964, -4.019223], [-4.551074, -2.004209, -2.327005], [-3.323607, -2.984131, -3.162303], [-4.053389, 0.905002, -3.566578], [-3.032082, 1.773068, -2.401369], [-4.316509, 0.704916, -1.823935], [-1.299176, -1.763690, -4.501676], [-0.482738, -0.236837, -4.172136], [-2.963541, -1.848309, -6.261462], [-4.202981, -0.709208, -8.062960], [-4.147579, 1.753934, -8.247523], [-2.844680, 3.075013, -6.612445], [-1.607119, 1.936556, -4.810057]],
  "forces_ev_per_a": [[0.6692, 3.3926, 1.3303], [0.0264, -0.0725, -0.1379], [-0.6955, 0.0505, 0.2065], [0.3364, -0.3536, -0.1945], [0.1935, 0.1824, 0.1096], [-0.1755, 0.0342, 0.1357], [-0.2801, -0.1155, -0.3051], [0.1765, 0.0325, -0.1300], [-0.0852, 0.0222, -0.0063], [-0.0327, -0.0569, 0.0746], [0.0460, 0.0262, 0.0002], [0.0206, -0.0184, -0.0329], [-0.0407, 0.0334, 0.0303], [-0.0378, -0.0179, -0.0119], [0.7202, 0.0685, 0.0452], [-0.1236, 0.2003, -0.0735], [-0.1848, -0.0063, 0.0455], [0.0127, 0.0970, -0.0176], [-0.0022, -0.0092, 0.0181], [0.0455, -0.0290, -0.0535], [0.0106, 0.0029, 0.0507], [-0.0135, 0.0220, 0.0280], [-0.0295, -0.0255, -0.0614], [-0.0330, -0.0426, -0.0034], [-0.0664, 0.0132, -0.0093], [0.0213, 0.0280, 0.0180], [0.0361, 0.0141, -0.0541], [-0.0153, 0.0288, 0.0063], [-0.0555, -0.1068, 0.0272], [-0.0076, -0.0020, -0.0138], [-0.0258, 0.0005, -0.0177], [0.0237, 0.0048, 0.0404], [-0.0113, -0.0082, -0.0236], [0.0130, 0.0175, -0.0024], [0.0179, 0.0185, -0.0316], [0.0457, 0.0191, 0.0231], [0.0361, 0.0140, -0.0061], [-0.0383, 0.0019, 0.0096], [0.0081, 0.0146, 0.0014], [-0.0233, -0.0187, -0.0039], [0.0312, 0.0135, 0.0184], [-0.1406, 0.0358, 0.0884], [0.0244, -0.1990, 0.1589], [0.2098, 0.0422, -0.1544], [0.7194, 0.4609, -0.7387], [0.3963, -0.3605, -0.1037], [-0.1509, 0.4445, -0.1446], [0.1940, -0.3740, 0.1710], [0.0675, 0.2902, 0.0207], [-0.2167, 0.0022, 0.0531], [0.0603, -0.1089, 0.0818], [-0.0370, 0.0516, -0.0305], [-0.0239, 0.0171, -0.0257], [-0.0189, -0.0084, -0.0474], [0.0106, -0.0223, -0.0170], [0.0380, -0.0062, 0.0340], [0.0318, -0.0368, 0.0026], [0.1274, 0.1995, -0.0743], [-0.0226, -0.7600, -0.1794], [0.0531, 0.1992, -0.0396], [-0.9369, -0.8159, 0.8689], [-0.1625, -0.5493, 0.2297], [-0.0758, 0.1668, 0.0437], [-0.4491, -1.9173, -1.0958], [0.0059, -0.0302, 0.0100], [-0.0174, -0.0147, 0.0233], [-0.0679, -0.0139, 0.0100], [0.0114, 0.0347, 0.0086], [-0.0179, -0.0213, 0.0525], [0.0117, -0.0090, 0.0174], [0.1069, 0.1333, 0.0587], [-0.0912, -0.0429, -0.1300], [0.8690, -0.1576, 0.8251], [-0.1334, -0.0631, -0.1335], [-0.1822, -0.0338, -0.2386], [0.0388, 0.1194, -0.0261], [0.0178, -0.0936, -0.0426], [-0.0293, 0.0099, 0.0009], [0.0234, 0.0029, 0.0188], [0.0000, 0.0024, -0.0067], [0.0350, -0.0069, -0.0035], [-0.0060, -0.0117, -0.0039], [-0.0242, -0.0715, 0.0711], [-0.0001, -0.0018, 0.0053], [0.1169, -0.0204, -0.0073], [-0.0139, -0.0152, -0.0014], [0.0145, -0.0560, 0.0077], [-0.0290, 0.0128, -0.0005], [0.0028, -0.0011, -0.0051], [0.0075, 0.0011, -0.0090], [-0.0121, 0.0002, 0.0273], [0.0355, -0.0250, -0.0081], [-1.2282, 0.2382, -0.6864], [0.2251, -0.0211, 0.0383], [-0.0217, -0.0594, -0.0646], [-0.0027, 0.0518, -0.0354], [0.0026, -0.0177, 0.0461], [-0.0431, -0.0002, -0.0464], [-0.0145, 0.0195, -0.0027], [0.0147, 0.0223, 0.0012], [0.0301, -0.0174, -0.0108], [-0.0139, 0.0189, 0.0183], [0.0112, 0.0014, 0.0220], [0.0260, 0.0139, 0.0089], [0.0212, -0.0213, -0.0229], [0.0008, -0.0209, -0.0164], [0.0397, -0.0347, 0.0277], [0.0380, 0.0101, 0.0056], [0.0247, -0.0093, 0.0320], [0.0003, 0.0031, 0.0043], [0.0061, -0.0188, 0.0157], [-0.0078, -0.0158, 0.0009], [0.0077, -0.0070, -0.0028], [0.0006, 0.0153, 0.0168]]
}



| no. | E_tot (Ha) | frontier orbital gap (eV) | highest occupied orbital energy (eV) |
| --- | --- | --- | --- |
| 1 | -3029.1578 | 6.7 | -6.304 |
| 2 | -6353.1361 | 7.3 | -10.325 |